## w
{"formula": "C5H15NO2", "method": "wB97M-V/def2-TZVPD", "elements": ["C", "C", "C", "C", "N", "C", "H", "H", "H", "H", "H", "H", "H", "H", "H", "H", "H", "O", "H", "H", "O", "H", "H"], "positions_angstrom": [[-2.44, -0.63, -0.29], [-0.97, -0.46, -0.51], [-0.02, -0.57, 0.47], [-0.27, -1.40, 1.73], [1.26, -0.01, 0.17], [2.43, -0.87, 0.38], [-2.83, -1.61, -0.58], [-2.78, -0.24, 0.67], [-2.94, -0.01, -1.06], [-0.67, -0.11, -1.48], [-1.32, -1.63, 1.84], [0.02, -0.84, 2.60], [0.17, -2.39, 1.61], [1.24, 0.59, -0.69], [2.46, -0.98, 1.47], [2.20, -1.89, 0.06], [3.37, -0.60, -0.07], [1.01, 1.18, -3.10], [1.04, 0.30, -3.46], [0.21, 1.70, -3.08], [-1.04, 2.11, 1.48], [-1.07, 2.69, 2.24], [-0.22, 2.19, 0.98]], "orbital_gap_ev": 8.2, "lumo_ev": 0.7261, "multiplicity": 1, "smiles": "C/C=C(\\C)NC.O.O"}

---

## x
{"formula": "C5H15NO2", "method": "wB97M-V/def2-TZVPD", "elements": ["C", "C", "N", "C", "C", "C", "O", "H", "H", "H", "H", "H", "H", "H", "H", "H", "H", "H", "H", "H", "H", "H", "O"], "positions_angstrom": [[-2.43, -1.11, -0.67], [-0.96, -0.76, -0.66], [-0.68, 0.70, -0.42], [-1.28, 1.02, 0.98], [0.70, 1.17, -0.24], [1.62, 0.44, -1.17], [1.80, -0.91, -0.88], [-2.90, -1.08, 0.31], [-2.66, -2.11, -1.09], [-2.95, -0.35, -1.28], [-0.62, -0.98, -1.68], [-0.28, -1.25, 0.08], [-1.41, 2.08, 1.14], [-2.27, 0.58, 0.94], [-0.66, 0.51, 1.73], [0.64, 2.16, -0.66], [1.09, 1.15, 0.82], [2.57, 1.00, -1.21], [1.13, 0.52, -2.16], [1.67, -0.99, 0.11], [3.68, -0.68, 2.38], [3.42, -0.13, 1.91], [0.79, -0.99, 1.71]], "orbital_gap_ev": 5.8, "lumo_ev": -3.6609, "multiplicity": 1}

---

## y
{"formula": "C5H15NO2", "method": "wB97M-V/def2-TZVPD", "elements": ["C", "C", "C", "N", "C", "C", "H", "H", "H", "H", "H", "H", "H", "H", "H", "H", "H", "O", "H", "H", "O", "H", "H"], "positions_angstrom": [[0.66, -1.02, 2.83], [1.09, -0.34, 1.53], [0.30, -0.28, 0.47], [0.53, 0.46, -0.75], [-0.54, 1.47, -0.95], [-0.25, 2.78, -0.24], [1.47, -0.99, 3.55], [-0.20, -0.46, 3.20], [0.30, -2.02, 2.60], [2.03, 0.20, 1.59], [-0.70, -0.72, 0.49], [1.41, 0.93, -0.63], [-1.54, 1.03, -0.83], [-0.50, 1.62, -2.04], [0.68, 3.23, -0.58], [-0.09, 2.60, 0.83], [-1.05, 3.49, -0.43], [-2.25, -2.46, -1.53], [-2.37, -1.65, -1.03], [-1.32, -2.45, -1.86], [0.54, -2.09, -2.13], [0.30, -1.17, -1.88], [1.49, -2.14, -2.23]], "orbital_gap_ev": 9.6, "lumo_ev": 0.8160, "multiplicity": 1, "smiles": "C/C=C/NCC.O.O"}

---

## z
{"formula": "C5H15NO2", "method": "wB97M-V/def2-TZVPD", "elements": ["C", "C", "C", "C", "C", "N", "H", "H", "H", "H", "H", "H", "H", "H", "H", "H", "H", "O", "H", "H", "O", "H", "H"], "positions_angstrom": [[-1.42, 1.91, 0.29], [-1.32, 0.70, -0.63], [0.02, 0.28, -1.11], [0.35, 0.51, -2.54], [0.98, -0.24, -0.27], [2.29, -0.42, -0.85], [-2.30, 1.79, 1.01], [-0.48, 1.75, 0.88], [-1.45, 2.94, -0.12], [-1.79, -0.11, -0.09], [-1.94, 1.00, -1.45], [-0.44, 1.21, -2.82], [0.44, -0.33, -3.18], [1.32, 0.93, -2.62], [1.03, -0.54, 0.80], [3.02, -0.59, -0.31], [2.35, -0.34, -1.84], [0.22, -3.36, 0.63], [-0.37, -2.53, 0.62], [-0.14, -4.00, 0.13], [-0.77, 1.00, 3.60], [-1.32, 0.12, 3.47], [-1.33, 1.60, 3.18]], "orbital_gap_ev": 8.1, "lumo_ev": 0.5645, "multiplicity": 1, "smiles": "CC/C(C)=C/N.O.O"}

---

y takes first place; second place is 0.0207 hartree up.

---

## w
{"formula": "C3H12N3O", "method": "wB97M-V/def2-TZVPD", "elements": ["C", "C", "N", "N", "N", "H", "H", "H", "H", "H", "H", "H", "H", "C", "O", "H", "H", "H", "H"], "positions_angstrom": [[0.83, -1.16, 1.13], [0.80, 1.21, 0.69], [0.57, -0.02, 0.28], [1.01, 1.55, 1.97], [0.86, 2.19, -0.25], [-0.03, -0.18, -0.56], [0.51, -2.05, 0.55], [0.33, -1.21, 2.09], [1.14, 0.78, 2.61], [1.62, 2.33, 2.17], [0.43, 1.96, -1.13], [0.89, 3.13, 0.08], [1.89, -1.43, 1.16], [-2.16, -1.17, -1.63], [-0.81, -0.74, -1.93], [-0.34, -1.40, -2.45], [-2.31, -2.25, -1.68], [-2.81, -0.80, -2.43], [-2.41, -0.74, -0.67]], "orbital_gap_ev": 11.8, "lumo_ev": -2.7906, "multiplicity": 1, "total_charge": 1}

---

## x
{"formula": "C3H12N3O", "method": "wB97M-V/def2-TZVPD", "elements": ["C", "C", "N", "C", "N", "N", "H", "H", "H", "H", "H", "H", "H", "H", "H", "H", "H", "H", "O"], "positions_angstrom": [[0.22, -0.18, 2.30], [-0.91, -0.03, 1.25], [-0.42, -0.19, -0.14], [-0.18, 0.86, -0.92], [0.36, 0.61, -2.10], [-0.64, 2.12, -0.63], [-0.25, -0.78, 3.08], [0.62, 0.74, 2.70], [1.02, -0.80, 1.88], [-1.74, -0.73, 1.37], [-1.42, 0.92, 1.37], [-0.01, -1.12, -0.27], [0.82, -0.28, -2.24], [0.67, 1.39, -2.66], [-0.24, 2.74, 0.07], [-1.65, 2.12, -0.59], [1.87, -2.21, -1.09], [0.92, -2.95, -2.01], [0.95, -2.22, -1.38]], "orbital_gap_ev": 11.5, "lumo_ev": -2.9882, "multiplicity": 1, "total_charge": 1}

---

x takes first place; second place is 0.0044 hartree up.

---

## w
{"formula": "C3H12N3O", "method": "wB97M-V/def2-TZVPD", "elements": ["C", "O", "H", "H", "H", "H", "C", "C", "N", "N", "N", "H", "H", "H", "H", "H", "H", "H", "H"], "positions_angstrom": [[-1.88, 1.69, 1.43], [-0.78, 0.76, 1.67], [-0.82, 0.52, 2.59], [-2.81, 1.23, 1.72], [-1.85, 1.92, 0.37], [-1.68, 2.58, 2.03], [-0.30, -2.07, -0.88], [1.19, -0.13, -0.66], [1.45, 1.03, -0.06], [0.19, -0.88, -0.19], [1.67, -0.48, -1.89], [0.96, 1.22, 0.79], [2.38, 1.39, -0.14], [-0.39, -0.51, 0.58], [2.02, -1.42, -1.97], [2.18, 0.24, -2.37], [-1.18, -2.37, -0.30], [0.30, -2.96, -0.85], [-0.65, -1.74, -1.87]], "orbital_gap_ev": 11.5, "lumo_ev": -2.8043, "multiplicity": 1, "total_charge": 1}

---

## x
{"formula": "C3H12N3O", "method": "wB97M-V/def2-TZVPD", "elements": ["C", "C", "N", "N", "N", "H", "H", "H", "H", "H", "H", "H", "H", "C", "O", "H", "H", "H", "H"], "positions_angstrom": [[1.96, 1.69, -1.86], [0.81, 0.73, 0.17], [0.53, 1.00, 1.46], [1.23, 1.77, -0.57], [0.55, -0.45, -0.38], [0.41, 1.98, 1.67], [0.07, 0.38, 2.11], [1.61, 2.49, 0.04], [1.20, -0.91, -0.99], [-0.32, -0.97, -0.16], [1.68, 2.66, -2.30], [1.65, 0.76, -2.37], [3.04, 1.70, -1.85], [-2.43, -2.40, 1.15], [-1.97, -1.31, 0.33], [-2.53, -1.15, -0.42], [-2.07, -2.17, 2.17], [-3.49, -2.50, 1.03], [-1.94, -3.30, 0.77]], "orbital_gap_ev": 11.6, "lumo_ev": -2.8235, "multiplicity": 1, "total_charge": 1}

---

w takes first place; second place is 0.0160 hartree up.

---

## w
{"formula": "C5H7BrO", "method": "wB97M-V/def2-TZVPD", "elements": ["C", "C", "C", "C", "C", "O", "Br", "H", "H", "H", "H", "H", "H", "H"], "positions_angstrom": [[-0.06, 0.25, 1.18], [0.98, -0.61, 1.11], [-0.66, 1.00, 0.02], [-1.42, 0.08, -0.87], [1.65, -0.91, -0.17], [2.36, -2.02, -0.21], [-3.13, -0.45, 0.08], [-0.29, 0.42, 2.15], [1.46, -1.03, 1.94], [-1.20, 1.78, 0.32], [0.17, 1.31, -0.46], [-1.07, -0.99, -1.02], [-1.81, 0.50, -1.78], [3.04, -2.01, -0.88]], "orbital_gap_ev": 8.1, "lumo_ev": -0.0312, "multiplicity": 1}

---

## x
{"formula": "C5H7BrO", "method": "wB97M-V/def2-TZVPD", "elements": ["C", "C", "C", "Br", "C", "C", "O", "H", "H", "H", "H", "H", "H", "H"], "positions_angstrom": [[-1.91, -0.14, 2.04], [-1.25, 0.21, 0.91], [0.17, 0.04, 0.39], [1.60, -0.04, 1.61], [0.45, -0.01, -0.96], [1.89, 0.08, -1.40], [-0.46, -0.12, -1.96], [-1.44, -0.67, 2.81], [-3.00, 0.04, 2.23], [-1.76, 0.80, 0.18], [2.57, -0.40, -0.54], [2.26, 1.09, -1.46], [2.13, -0.53, -2.26], [-1.25, -0.33, -1.58]], "orbital_gap_ev": 9.0, "lumo_ev": 0.7144, "multiplicity": 1, "smiles": "C=C/C(Br)=C(/C)O"}

---

x takes first place; second place is 0.0739 hartree up.

---

## w
{"formula": "C3H6N4", "method": "wB97M-V/def2-TZVPD", "elements": ["H", "N", "C", "N", "N", "C", "C", "N", "H", "H", "H", "H", "H"], "positions_angstrom": [[2.43, -1.82, -0.88], [1.52, -1.43, -0.38], [1.12, -0.17, -0.79], [1.84, 0.89, -1.39], [-0.08, 0.25, -0.25], [-0.78, -0.73, 0.57], [-2.03, 0.08, 1.12], [-2.64, 1.13, 1.54], [1.86, 1.84, -0.91], [2.76, 0.40, -1.58], [-0.06, 1.36, -0.04], [-0.90, -1.58, -0.26], [-0.32, -1.04, 1.60]], "orbital_gap_ev": 9.7, "lumo_ev": 0.3841, "multiplicity": 1, "smiles": "[H]/N=C(\\N)NCC#N"}

---

## x
{"formula": "C3H6N4", "method": "wB97M-V/def2-TZVPD", "elements": ["H", "N", "C", "N", "C", "N", "N", "C", "H", "H", "H", "H", "H"], "positions_angstrom": [[1.67, -0.47, -1.72], [1.85, -0.25, -0.73], [0.80, -0.02, -0.08], [0.75, 0.29, 1.30], [-0.55, 0.48, 1.56], [-1.39, 0.34, 0.56], [-0.50, -0.05, -0.45], [-0.95, -0.62, -1.70], [1.54, 0.54, 1.82], [-0.92, 0.82, 2.54], [-0.57, 0.06, -2.51], [-2.10, -0.76, -1.78], [-0.47, -1.61, -1.86]], "orbital_gap_ev": 9.0, "lumo_ev": 0.9552, "multiplicity": 1, "smiles": "[H]/N=c1/[nH]cnn1C"}

---

## y
{"formula": "C3H6N4", "method": "wB97M-V/def2-TZVPD", "elements": ["C", "C", "C", "N", "N", "N", "N", "H", "H", "H", "H", "H", "H"], "positions_angstrom": [[-1.45, -0.04, -0.28], [-0.47, -0.64, 0.60], [-1.62, -0.32, -1.75], [3.81, -1.69, -0.10], [3.65, -0.74, 0.51], [3.74, 0.28, 1.12], [-0.15, 0.49, 0.17], [-2.36, 0.39, 0.11], [-0.37, -1.54, 1.06], [-1.97, -1.23, -1.95], [-0.63, -0.16, -2.13], [-2.34, 0.46, -2.23], [2.82, 0.54, 1.48]], "orbital_gap_ev": 10.9, "lumo_ev": 0.9390, "multiplicity": 1}

---

## z
{"formula": "C3H6N4", "method": "wB97M-V/def2-TZVPD", "elements": ["C", "C", "C", "H", "H", "H", "H", "H", "H", "N", "N", "N", "N"], "positions_angstrom": [[-2.15, -0.07, -0.07], [0.13, -0.64, -0.03], [1.36, 0.23, -0.06], [-2.70, 0.91, -0.26], [-2.83, -0.17, 0.82], [-2.30, -1.35, -0.59], [-0.12, -1.67, -0.09], [3.51, 0.64, 0.14], [2.85, -0.92, 0.44], [-0.91, 0.23, -0.05], [2.72, -0.17, -0.14], [0.90, 1.49, -0.06], [-0.46, 1.49, -0.06]], "orbital_gap_ev": 9.1, "lumo_ev": 0.6869, "multiplicity": 1}

---

x takes first place; second place is 0.0892 hartree up.

---

## w
{"formula": "C3H6N4", "method": "wB97M-V/def2-TZVPD", "elements": ["C", "C", "C", "N", "N", "N", "N", "H", "H", "H", "H", "H", "H"], "positions_angstrom": [[1.31, 0.25, 0.24], [0.28, 0.86, -0.57], [2.49, -0.40, -0.46], [-2.95, -0.23, -0.85], [-3.30, -0.19, 0.20], [-3.80, 0.00, 1.27], [-0.10, -0.16, 0.02], [1.56, 0.47, 1.25], [-0.10, 1.61, -1.26], [2.36, -0.66, -1.50], [2.86, -1.26, -0.05], [3.31, 0.37, -0.31], [-3.94, -0.64, 2.03]], "orbital_gap_ev": 10.9, "lumo_ev": 1.2480, "multiplicity": 1}

---

## x
{"formula": "C3H6N4", "method": "wB97M-V/def2-TZVPD", "elements": ["C", "C", "C", "N", "N", "N", "N", "H", "H", "H", "H", "H", "H"], "positions_angstrom": [[0.28, 0.88, 1.42], [2.15, -0.67, -2.08], [-0.27, -0.29, 1.08], [0.44, -1.37, 1.03], [0.17, -3.53, 0.35], [1.60, 0.15, -1.51], [0.27, -2.47, 0.76], [-0.30, 1.77, 1.44], [1.30, 0.90, 1.60], [2.88, -1.41, -2.34], [-3.33, 3.31, -0.98], [-1.27, -0.37, 0.62], [-3.91, 3.09, -1.39]], "orbital_gap_ev": 9.4, "lumo_ev": 0.9488, "multiplicity": 1}

---

## y
{"formula": "C3H6N4", "method": "wB97M-V/def2-TZVPD", "elements": ["N", "C", "C", "C", "N", "N", "N", "H", "H", "H", "H", "H", "H"], "positions_angstrom": [[-2.38, -0.51, -0.26], [-1.59, 0.64, 0.24], [-0.17, 0.25, 0.12], [0.41, -1.01, 0.24], [1.76, -0.92, 0.02], [2.03, 0.29, -0.23], [0.93, 1.05, -0.03], [-3.39, -0.39, -0.02], [-2.32, -0.76, -1.24], [-1.90, 0.90, 1.31], [-1.74, 1.59, -0.29], [0.01, -1.98, 0.43], [1.03, 2.07, -0.24]], "orbital_gap_ev": 10.0, "lumo_ev": 0.7471, "multiplicity": 1, "smiles": "NCc1cnn[nH]1"}

---

y takes first place; second place is 0.1190 hartree up.